18
Properties=species:S:1:pos:R:3:nbo_charge:R:1 method="wB97M-V/def2-TZVPD" lumo_ev=-4.134 total_energy_ha=-666.38410 total_charge=+1 spin_multiplicity=1 e_above_lowest_kj_mol=220.38
C -0.13561 0.58434 0.54278 0.226
C -2.44588 0.56829 -0.63591 -0.609
C -1.59765 0.68210 0.58007 -0.499
C 2.76423 -0.54151 -0.18594 0.111
N 0.47015 -0.44612 0.06668 -0.684
N 3.17085 -1.33882 0.75036 -0.696
S 3.06387 1.17447 -0.16566 0.158
H 0.53013 1.29423 0.98933 0.186
H -2.37484 -0.35152 -1.17586 0.215
H -3.47141 0.50546 -0.30770 0.241
H -2.38957 1.44909 -1.41755 0.224
H -1.78237 -0.20844 1.13628 0.242
H -1.80620 1.51441 1.20548 0.232
H 2.14304 -0.90294 -0.92987 0.255
H 3.29418 -2.28326 0.71393 0.430
H -0.07915 -1.16656 -0.44052 0.368
H 3.23453 -0.88882 1.71805 0.427
H 2.33950 1.63078 -1.16972 0.173

18
Properties=species:S:1:pos:R:3:nbo_charge:R:1 method="wB97M-V/def2-TZVPD" smiles="[H]/N=C(/CS)[C@H](C)[NH3+]" lumo_ev=-3.808 total_energy_ha=-666.38712 total_charge=+1 spin_multiplicity=1 e_above_lowest_kj_mol=212.44
H -0.75220 1.66471 -1.24063 0.353
N 0.11722 1.82390 -0.75906 -0.613
C 0.63571 0.91752 -0.06214 0.322
C 1.97961 0.88554 0.57611 -0.565
S 2.97594 -0.61767 0.09546 0.039
C -0.22169 -0.42635 0.33371 -0.141
C -0.62311 -1.11551 -1.13333 -0.640
N -1.44150 0.14024 0.96522 -0.706
H 1.89157 0.57383 1.67811 0.240
H 2.45166 1.78330 0.39914 0.254
H 3.20787 -0.16935 -1.02909 0.109
H 0.28175 -1.11866 1.00597 0.249
H 0.29155 -0.85762 -1.68443 0.250
H -1.50844 -0.63749 -1.62386 0.220
H -0.67388 -2.22387 -1.11117 0.256
H -1.72369 1.09045 0.63398 0.452
H -1.24212 0.13366 1.98175 0.460
H -2.27072 -0.42775 0.60515 0.459

18
Properties=species:S:1:pos:R:3:nbo_charge:R:1 method="wB97M-V/def2-TZVPD" smiles=N[C@H]1[C@H](N)C[C@@H]1N lumo_ev=0.828 total_energy_ha=-323.05985 total_charge=0 spin_multiplicity=1 e_above_lowest_kj_mol=647.68
N 0.23401 2.00842 0.19649 -0.802
C 0.14965 0.61301 -0.07019 -0.094
C 1.03173 -0.48160 0.29637 -0.068
N 1.93799 -0.61163 -0.74776 -0.790
C -0.45731 -1.28042 0.50932 -0.438
C -1.26147 0.04837 0.25478 -0.052
N -2.36548 0.03096 -0.62518 -0.838
H 0.94786 1.84349 1.14166 0.328
H 0.87643 2.71835 -0.55793 0.361
H 0.24582 0.50822 -1.18077 0.198
H 1.46941 -0.24394 1.22157 0.158
H 2.42204 0.30660 -0.58152 0.362
H 2.81137 -1.39981 -0.32682 0.334
H -1.10895 -1.80130 1.39364 0.218
H -0.28653 -1.94023 -0.31268 0.201
H -1.30280 0.30519 1.35445 0.185
H -2.16202 -0.24578 -1.60266 0.369
H -3.18175 -0.37794 -0.36278 0.368

18
Properties=species:S:1:pos:R:3:nbo_charge:R:1 method="wB97M-V/def2-TZVPD" smiles="[H]/N=C(/N)NCCC" lumo_ev=0.969 total_energy_ha=-323.26672 total_charge=0 spin_multiplicity=1 e_above_lowest_kj_mol=104.54
H -2.13223 0.75104 -1.16793 0.332
N -2.31955 0.17239 -0.36002 -0.779
C -1.39454 0.32868 0.50667 0.589
N -1.43794 -0.09531 1.79154 -0.823
N -0.12799 0.90707 0.18331 -0.665
C 1.07259 0.15140 0.44266 -0.220
C 1.99867 0.01755 -0.77918 -0.397
C 1.74558 -1.24682 -1.58998 -0.611
H -0.66304 0.11909 2.38782 0.395
H -2.17918 -0.68166 2.12544 0.407
H -0.18291 1.41204 -0.68377 0.379
H 0.83559 -0.88586 0.69768 0.195
H 1.68723 0.54474 1.26016 0.177
H 1.96236 0.88162 -1.45078 0.195
H 3.02568 -0.01362 -0.41093 0.203
H 0.69365 -1.43279 -1.79669 0.213
H 2.03319 -2.10283 -0.97900 0.198
H 2.37381 -1.33110 -2.44602 0.212

18
Properties=species:S:1:pos:R:3:nbo_charge:R:1 method="wB97M-V/def2-TZVPD" smiles="N=C(N)N.C=CC" lumo_ev=0.894 total_energy_ha=-323.26232 total_charge=0 spin_multiplicity=1 e_above_lowest_kj_mol=116.09
N -2.95424 -0.54876 -0.76218 -0.782
C -2.00120 -0.42286 0.06548 0.574
N -1.54426 0.75728 0.63208 -0.849
N -1.32096 -1.54762 0.47940 -0.835
H -3.36050 0.32459 -1.07232 0.334
H -1.79778 1.59985 0.14159 0.386
H -0.58954 0.74790 0.96146 0.395
H -1.81334 -2.39643 0.24969 0.401
H -0.96970 -1.51765 1.42345 0.377
C 2.12012 0.28309 1.10600 -0.431
C 1.60928 -0.14046 -0.03652 -0.171
C 1.67850 0.62037 -1.32046 -0.660
H 2.07480 -0.30470 2.00690 0.197
H 2.60936 1.24645 1.19095 0.190
H 1.13349 -1.11667 -0.09694 0.216
H 1.65614 1.69064 -1.15519 0.211
H 0.85621 0.34055 -1.97409 0.222
H 2.61361 0.38447 -1.83931 0.225

18
Properties=species:S:1:pos:R:3:nbo_charge:R:1 method="wB97M-V/def2-TZVPD" lumo_ev=-7.589 total_energy_ha=-322.47532 total_charge=+2 spin_multiplicity=1 e_above_lowest_kj_mol=397.63
C -1.18282 -0.17606 -0.11431 0.052
C -2.35004 0.21072 -0.00485 0.108
C 2.53997 0.55526 0.05948 -0.436
C 0.25295 -0.51064 -0.26476 0.058
N 0.71930 -1.66973 0.35124 -0.854
N -3.72972 0.24559 0.12273 -0.737
N 1.09709 0.75450 0.19063 -0.544
H 3.03953 1.37141 0.73268 0.264
H 2.74426 -0.43230 0.41624 0.257
H 2.76392 0.64848 -1.02188 0.247
H 0.23883 -0.77616 -1.67235 0.310
H 0.58357 -2.65172 -0.11878 0.458
H 0.58516 -1.77700 1.35619 0.407
H -3.83817 0.53131 1.11762 0.480
H -4.31797 -0.61782 0.22938 0.497
H -4.24656 1.00026 -0.50675 0.509
H 0.88532 1.61765 -0.43323 0.466
H 0.82756 1.03424 1.21966 0.457

Number 1: frontier orbital gap 9.9 eV. Number 2: frontier orbital gap 9.3 eV. Number 3: frontier orbital gap 9.2 eV. Number 4: frontier orbital gap 9.4 eV. Number 5: frontier orbital gap 9.8 eV. Number 6: frontier orbital gap 10.5 eV.